(1)
Formula: C48H72F3O37V
Source: the OMol25 dataset
Level of theory: ωB97M-V with the def2-TZVPD basis set

energy above the lowest of the compared OMol25 structures with the same formula, charge and spin = 541.6 kJ/mol
strongest force on any atom = 6.8 eV/Å
DFT total energy = -5899.74333 Eh
lowest unoccupied orbital energy = -2.193 eV
frontier orbital gap = 0.3021 Ha
E_HOMO = -0.3827 Eh

Cartesian coordinates (Å):
O: -0.4888 -3.0657 -3.1965
V: -1.6905 -2.5281 -2.3070
O: -2.9642 -3.4070 -2.6374
C: -1.6579 -0.1867 -0.6519
O: -0.6269 -0.8701 -1.2843
O: -2.7279 -1.0388 -1.0084
C: -1.3441 0.2318 0.8331
F: -0.8334 -0.7153 1.6482
F: -0.5762 1.3263 0.8845
F: -2.4913 0.5781 1.3868
C: 0.6945 -0.2687 -1.1317
C: 1.5947 -1.2061 -1.8701
H: 1.5274 -2.2616 -1.6068
H: 1.3747 -1.2245 -2.9375
H: 2.6519 -1.0775 -1.6382
H: 1.0684 -0.1375 -0.1163
H: 0.8012 0.7307 -1.5536
H: -1.7747 0.7623 -1.1753
C: 1.4147 2.9330 3.5437
C: 1.6103 1.8882 4.7013
C: 2.6942 0.8539 4.5690
O: 3.2002 0.8513 5.8834
C: 2.5411 1.6958 6.6489
O: 2.7218 1.9521 7.8676
O: 1.8048 2.4895 5.9344
H: 2.2951 3.5569 3.3898
H: 0.6393 3.6635 3.7745
H: 1.3099 2.4805 2.5576
H: 0.6629 1.3510 4.7450
H: 3.5345 1.2463 3.9963
H: 2.3538 -0.1465 4.3017
C: -3.8828 -2.5799 2.3094
C: -4.2520 -3.2656 3.6196
C: -3.1047 -3.6784 4.4708
O: -3.4395 -3.1089 5.7310
C: -4.4760 -2.2215 5.5928
O: -4.8205 -1.4549 6.4847
O: -5.0122 -2.3440 4.3714
H: -3.5278 -1.5526 2.3915
H: -4.7692 -2.5090 1.6790
H: -3.1045 -3.1361 1.7869
H: -4.8830 -4.1349 3.4342
H: -2.2068 -3.1673 4.1234
H: -2.9470 -4.7569 4.4668
C: 3.0845 -5.1030 -1.9299
C: 4.1187 -5.8343 -1.0696
C: 5.4546 -6.1751 -1.6772
O: 6.3761 -5.6815 -0.6832
C: 5.7663 -4.8668 0.1708
O: 6.3437 -4.1528 0.9856
O: 4.4399 -4.9587 -0.0152
H: 3.3306 -4.0662 -2.1594
H: 2.1568 -5.2130 -1.3683
H: 2.8408 -5.6647 -2.8316
H: 3.6863 -6.6773 -0.5306
H: 5.5460 -5.8169 -2.7026
H: 5.5299 -7.2601 -1.6044
C: 1.6137 -2.3698 -5.7880
C: 2.2078 -3.5494 -6.6197
C: 2.2433 -4.9063 -5.9619
O: 1.7582 -5.7808 -6.9906
C: 1.3049 -5.0727 -8.0249
O: 0.8423 -5.5351 -9.0397
O: 1.4912 -3.7446 -7.7764
H: 1.7722 -1.4062 -6.2722
H: 2.1774 -2.2559 -4.8621
H: 0.5886 -2.4665 -5.4301
H: 3.2826 -3.4650 -6.7798
H: 1.8218 -4.9295 -4.9570
H: 3.3055 -5.1215 -5.8459
C: 6.0877 -0.8007 -0.5693
C: 5.9305 -0.6514 -2.1370
C: 7.1896 -0.8474 -2.9988
O: 6.6392 -1.5008 -4.1059
C: 5.4592 -2.1233 -3.7140
O: 4.8887 -3.0158 -4.3471
O: 5.0237 -1.5463 -2.6489
H: 5.2805 -0.2652 -0.0696
H: 6.9738 -0.3519 -0.1205
H: 6.0465 -1.8542 -0.2926
H: 5.5919 0.3702 -2.3095
H: 7.9378 -1.3562 -2.3911
H: 7.6747 0.0724 -3.3254
C: -6.2203 -0.2375 -1.1390
C: -5.8629 0.1015 0.3243
C: -5.9609 1.5757 0.6556
O: -6.9099 1.5996 1.7382
C: -7.4137 0.4206 1.9841
O: -8.2605 0.1202 2.8132
O: -6.8673 -0.4645 1.1621
H: -6.1422 -1.3060 -1.3395
H: -5.5822 0.3317 -1.8150
H: -7.2470 0.0404 -1.3771
H: -4.8389 -0.2297 0.4969
H: -6.3790 2.1538 -0.1685
H: -4.9693 1.9487 0.9118
C: -4.1578 4.6672 -4.8280
C: -4.8917 3.9026 -3.6939
C: -4.2984 2.5346 -3.3459
O: -3.4414 2.8463 -2.2395
C: -3.8235 3.9991 -1.6745
O: -3.5539 4.3324 -0.5111
O: -4.7207 4.6285 -2.4576
H: -4.4454 4.2187 -5.7789
H: -3.0979 4.6068 -4.5810
H: -4.4103 5.7233 -4.7332
H: -5.9753 3.8785 -3.8096
H: -3.7701 2.1825 -4.2320
H: -5.0022 1.7506 -3.0666
C: 2.0708 3.8936 -2.2733
C: 2.9016 2.6763 -1.7732
C: 4.3891 3.0040 -1.6458
O: 4.6493 2.7278 -0.2867
C: 3.6246 2.3322 0.3461
O: 3.6652 1.8065 1.4571
O: 2.5121 2.3990 -0.4462
H: 2.3211 4.2243 -3.2813
H: 2.2123 4.7558 -1.6217
H: 1.0246 3.6135 -2.1501
H: 2.8040 1.8098 -2.4272
H: 4.6163 4.0075 -2.0056
H: 4.8940 2.3872 -2.3892
C: -3.8059 1.2907 4.4111
C: -3.4265 2.6994 4.8011
C: -2.5285 3.4593 3.8089
O: -3.2007 4.6579 3.4983
C: -4.4032 4.6568 4.0612
O: -5.1888 5.5796 4.1235
O: -4.5004 3.5738 4.8184
H: -2.9710 0.6020 4.2824
H: -4.3992 1.3178 3.4970
H: -4.4610 0.7575 5.1001
H: -3.0272 2.6434 5.8137
H: -2.2798 2.8790 2.9204
H: -1.5978 3.6792 4.3318
C: 2.7915 -2.3361 2.2633
C: 1.9291 -3.5852 1.8701
C: 0.8327 -3.8598 2.8630
O: -0.3311 -3.8740 2.0841
C: -0.0168 -3.6516 0.7463
O: -0.7331 -3.7968 -0.2298
O: 1.2775 -3.3830 0.6068
H: 2.2310 -1.4165 2.0951
H: 3.6628 -2.3471 1.6085
H: 3.1451 -2.4088 3.2918
H: 2.6748 -4.3799 1.8479
H: 0.6821 -3.0525 3.5797
H: 1.1288 -4.7524 3.4141
C: -2.0575 6.7295 0.8552
C: -0.9722 5.7929 1.4302
C: -0.7522 4.5605 0.5323
O: 0.6228 4.2963 0.8151
C: 1.2216 5.4214 1.1756
O: 2.4539 5.7048 1.1710
O: 0.3241 6.3540 1.5318
H: -2.9979 6.1804 0.9027
H: -1.8864 7.0283 -0.1790
H: -2.0859 7.6123 1.4938
H: -1.2887 5.3520 2.3755
H: -0.9302 4.7722 -0.5220
H: -1.2791 3.6769 0.8923


(2)
Formula: C48H76F4N8O8
Source: the OMol25 dataset
Level of theory: ωB97M-V with the def2-TZVPD basis set

energy above the lowest of the compared OMol25 structures with the same formula, charge and spin = 0.0 kJ/mol
strongest force on any atom = 3.4 eV/Å
DFT total energy = -3313.96100 Eh
lowest unoccupied orbital energy = 0.400 eV
frontier orbital gap = 0.3380 Ha
structure (SMILES) = Fc1ccccc1.Fc1ccccc1.Fc1ccccc1.Fc1ccccc1.CN(C)C=O.CN(C)C=O.CN(C)C=O.CN(C)C=O.CN(C)C=O.CN(C)C=O.CN(C)C=O.CN(C)C=O
E_HOMO = -0.3233 Eh

Cartesian coordinates (Å):
F: 4.2579 -0.0660 3.0154
C: 4.5673 -1.1037 3.8080
C: 3.6993 -2.1910 3.8877
C: 3.9958 -3.2169 4.8122
C: 5.1540 -3.1670 5.5682
C: 6.1103 -2.1351 5.3985
C: 5.7802 -1.0875 4.5567
H: 2.8647 -2.2665 3.2064
H: 3.3198 -4.0583 4.8487
H: 5.3808 -4.0191 6.1919
H: 6.9922 -2.1359 6.0220
H: 6.4618 -0.2549 4.4643
F: -0.9536 1.3328 -7.9176
C: -0.2810 0.5637 -6.9862
C: -0.3144 1.0073 -5.6595
C: 0.5344 0.3114 -4.7758
C: 1.3652 -0.7455 -5.2089
C: 1.3870 -1.0765 -6.5435
C: 0.5917 -0.4152 -7.4163
H: -0.8719 1.8581 -5.2963
H: 0.5791 0.5076 -3.7147
H: 1.9689 -1.2798 -4.4903
H: 2.0959 -1.7897 -6.9375
H: 0.4939 -0.7188 -8.4481
F: -3.4943 -0.0975 -2.0597
C: -4.0947 0.0834 -3.3061
C: -3.7573 1.2312 -4.0210
C: -4.2859 1.3694 -5.2653
C: -5.1232 0.4005 -5.7945
C: -5.5311 -0.6965 -5.0868
C: -4.9353 -0.8988 -3.8328
H: -2.9339 1.8131 -3.6339
H: -4.0161 2.2592 -5.8148
H: -5.5257 0.6563 -6.7635
H: -6.2662 -1.4262 -5.3926
H: -5.1036 -1.7512 -3.1914
F: -2.6507 2.0515 4.5406
C: -2.8125 0.7440 4.3268
C: -3.5789 0.0567 5.2250
C: -3.8182 -1.2921 5.0057
C: -3.2086 -1.8907 3.9058
C: -2.3388 -1.2002 3.0327
C: -2.2025 0.1529 3.2350
H: -4.0810 0.5197 6.0616
H: -4.4783 -1.9011 5.6056
H: -3.3577 -2.9541 3.7908
H: -1.7980 -1.7047 2.2457
H: -1.5402 0.7404 2.6165
C: 4.3447 3.3914 -1.6575
N: 3.9970 1.9997 -1.6422
C: 3.8487 1.2677 -0.4089
C: 3.4313 1.4044 -2.6963
O: 3.1415 1.9761 -3.7758
H: 3.6533 3.7663 -0.9028
H: 4.2174 3.9734 -2.5703
H: 5.4131 3.5134 -1.4795
H: 4.7725 1.2510 0.1694
H: 3.0705 1.7122 0.2115
H: 3.6162 0.2111 -0.5418
H: 3.0648 0.3860 -2.4946
C: -4.9484 4.1610 0.9044
N: -4.5814 3.1633 0.0223
C: -5.6212 2.8690 -0.9447
C: -3.4301 2.4354 0.0385
O: -2.5678 2.5112 0.8773
H: -5.2747 5.0886 0.4341
H: -4.2152 4.5076 1.6326
H: -5.8042 3.8664 1.5119
H: -5.8908 3.6403 -1.6662
H: -5.3944 1.9779 -1.5299
H: -6.5183 2.5843 -0.3949
H: -3.4230 1.7466 -0.8205
C: 0.9624 4.3277 -2.8094
N: 0.6898 5.4478 -1.8875
C: 0.0158 5.0917 -0.5958
C: 1.1962 6.6907 -2.2198
O: 1.2047 7.6675 -1.4415
H: 1.2924 4.7041 -3.7777
H: 0.0778 3.7727 -3.1217
H: 1.7010 3.6428 -2.3929
H: -0.0387 5.9504 0.0733
H: -0.9896 4.6710 -0.6104
H: 0.6871 4.3546 -0.1552
H: 1.6328 6.7314 -3.2298
C: 0.1058 1.3627 -0.1697
N: 0.4627 -0.0230 0.0551
C: 0.2646 -0.9657 -1.0410
C: 1.0074 -0.4436 1.2039
O: 1.1359 -1.6272 1.4689
H: 0.3577 2.0205 0.6621
H: -0.9567 1.4773 -0.3844
H: 0.4965 1.7340 -1.1172
H: 0.9136 -0.5112 -1.7896
H: 0.5961 -2.0018 -0.9719
H: -0.7637 -0.9130 -1.3985
H: 1.0814 0.3378 1.9759
C: -0.1417 3.6634 5.3603
N: 0.1927 3.5440 3.9583
C: -0.7803 3.9178 2.8919
C: 1.3033 2.8706 3.6468
O: 1.6239 2.5883 2.4811
H: 0.6916 3.9005 6.0217
H: -0.5690 2.7100 5.6711
H: -0.8552 4.4863 5.4022
H: -0.4443 3.8115 1.8604
H: -1.6879 3.3148 2.8654
H: -1.1427 4.9444 2.9435
H: 1.8897 2.5591 4.5250
C: -0.1369 -4.5324 2.8749
N: 0.3808 -5.4631 1.8559
C: 0.1217 -6.8573 2.1314
C: 1.2584 -5.0154 0.9745
O: 1.9229 -5.6382 0.1497
H: -0.0532 -3.4615 2.6898
H: 0.4375 -4.6198 3.7971
H: -1.1713 -4.7617 3.1310
H: 0.7529 -7.0197 3.0050
H: -0.9098 -7.0885 2.3972
H: 0.5192 -7.4677 1.3205
H: 1.2514 -3.9158 1.0293
C: 5.0974 -4.2566 -0.2254
N: 4.6302 -2.9650 -0.8286
C: 5.5937 -1.8985 -0.6259
C: 3.5358 -2.7766 -1.5419
O: 3.1255 -1.6865 -1.9982
H: 5.1953 -4.1725 0.8569
H: 6.0746 -4.5318 -0.6220
H: 4.3683 -5.0634 -0.3009
H: 5.2867 -1.0219 -1.1963
H: 5.7619 -1.6008 0.4091
H: 6.5877 -2.2006 -0.9560
H: 3.0095 -3.7382 -1.6436
C: -4.0223 -2.1071 0.3593
N: -3.2455 -3.3067 0.0484
C: -2.2573 -3.2220 -1.1018
C: -3.5175 -4.4344 0.7466
O: -4.3300 -4.4558 1.6854
H: -4.7178 -2.1254 1.1984
H: -4.6581 -1.8251 -0.4799
H: -3.3829 -1.2428 0.5392
H: -2.5791 -2.5279 -1.8782
H: -1.3159 -2.8183 -0.7292
H: -2.0252 -4.1966 -1.5311
H: -2.9498 -5.3179 0.4157


(3)
Formula: C48H77InN2O2P
Source: the OMol25 dataset
Level of theory: ωB97M-V with the def2-TZVPD basis set

strongest force on any atom = 1.0 eV/Å
DFT total energy = -2666.46884 Eh
lowest unoccupied orbital energy (alpha / beta) = -4.604 / -4.813 eV
net charge = +1
frontier orbital gap (alpha / beta) = 0.1751 / 0.1670 Ha
E_HOMO (alpha / beta) = -0.3443 / -0.3439 Eh

Cartesian coordinates (Å):
In: -0.8415 0.9926 -0.0352
C: -3.3265 -2.2464 -2.3432
N: -2.7717 -1.4673 -1.2481
C: -3.8641 -0.9576 -0.4404
C: -1.8529 -2.2711 -0.4528
C: -0.4798 -2.3820 -1.1158
N: 0.3723 -1.2415 -0.7918
C: 1.2902 -0.9212 -1.8825
C: 0.5217 -0.6264 -3.1358
C: 0.6538 -1.4419 -4.2332
C: -0.0797 -1.2235 -5.4002
C: -0.9717 -0.1480 -5.3981
C: -1.1851 0.6923 -4.3250
C: -0.3562 0.5171 -3.1547
O: -0.2944 1.3694 -2.2182
C: -2.2264 1.7917 -4.4915
C: -3.5337 1.1687 -5.0164
C: -2.5721 2.5469 -3.2060
C: -1.6983 2.8054 -5.5212
C: 0.0480 -2.0938 -6.6339
C: 0.9874 -3.2848 -6.4222
C: -1.3340 -2.6380 -7.0336
C: 0.6095 -1.2181 -7.7666
C: 1.0496 -1.4670 0.4933
C: 2.3413 -0.7521 0.7610
C: 3.3955 -1.5126 1.2069
C: 4.5561 -0.9508 1.7327
C: 4.6578 0.4409 1.7133
C: 3.6539 1.2691 1.2624
C: 2.4192 0.6803 0.7875
O: 1.4509 1.3882 0.3571
C: 3.8438 2.7763 1.2030
C: 5.2365 3.2292 1.6603
C: 2.8096 3.4524 2.1109
C: 3.6524 3.2543 -0.2455
C: 5.6148 -1.8733 2.3005
C: 6.7570 -1.1237 2.9874
C: 6.1895 -2.7077 1.1454
C: 4.9697 -2.8087 3.3382
H: -3.9585 -3.0682 -1.9738
H: -3.9357 -1.6018 -2.9738
H: -2.5323 -2.6619 -2.9562
H: -4.4119 -1.7492 0.0896
H: -3.4758 -0.2408 0.2815
H: -4.5723 -0.4435 -1.0854
H: -1.7189 -1.7860 0.5155
H: -2.2563 -3.2805 -0.2719
H: -0.0003 -3.3213 -0.7980
H: -0.6147 -2.4269 -2.1978
H: 1.8475 -0.0295 -1.5842
H: 2.0033 -1.7401 -2.0574
H: 1.3461 -2.2671 -4.1736
H: -1.5330 0.0340 -6.2998
H: -3.8572 0.3632 -4.3612
H: -4.3144 1.9244 -5.0458
H: -3.4253 0.7708 -6.0203
H: -2.9382 1.8625 -2.4390
H: -1.7108 3.0843 -2.8181
H: -3.3527 3.2741 -3.4217
H: -1.4944 2.3298 -6.4772
H: -2.4387 3.5866 -5.6765
H: -0.7792 3.2630 -5.1628
H: 0.6417 -3.9161 -5.6059
H: 1.0142 -3.8928 -7.3237
H: 2.0024 -2.9537 -6.2149
H: -1.7768 -3.1936 -6.2091
H: -2.0157 -1.8415 -7.3169
H: -1.2345 -3.3096 -7.8833
H: 1.5887 -0.8321 -7.4907
H: 0.7114 -1.8035 -8.6771
H: -0.0436 -0.3750 -7.9753
H: 0.3471 -1.1791 1.2951
H: 1.2478 -2.5419 0.6068
H: 3.3061 -2.5879 1.1876
H: 5.5671 0.8874 2.0725
H: 5.4146 2.9791 2.7050
H: 6.0199 2.7935 1.0439
H: 5.3083 4.3116 1.5652
H: 2.9436 3.1260 3.1403
H: 2.9346 4.5314 2.0743
H: 1.8066 3.2059 1.7823
H: 4.3822 2.7800 -0.8989
H: 2.6533 3.0185 -0.6049
H: 3.7978 4.3307 -0.2952
H: 7.3100 -0.5119 2.2790
H: 6.3806 -0.4961 3.7917
H: 7.4513 -1.8396 3.4215
H: 6.6297 -2.0581 0.3923
H: 6.9581 -3.3784 1.5205
H: 5.4161 -3.3045 0.6686
H: 4.5086 -2.2303 4.1359
H: 4.2103 -3.4459 2.8942
H: 5.7280 -3.4520 3.7768
C: -5.0242 0.4927 2.8645
C: -4.1028 1.4324 3.6464
C: -4.4301 2.8664 3.2430
C: -4.3403 1.2183 5.1384
P: -2.3308 1.0042 3.0587
C: -2.1102 -0.6365 3.8618
C: -1.5955 -0.8884 5.1315
C: -1.4660 -2.1891 5.5905
C: -1.8511 -3.2586 4.8000
C: -2.3874 -3.0216 3.5472
C: -2.5087 -1.7245 3.0877
C: -1.0564 2.1824 3.8404
C: -0.9469 3.3653 2.8707
C: 0.2839 1.4439 3.8453
C: -1.3599 2.7188 5.2381
H: -6.0599 0.7084 3.1213
H: -4.8287 -0.5489 3.1136
H: -4.9066 0.6389 1.7911
H: -5.4911 3.0515 3.4005
H: -4.2129 3.0288 2.1878
H: -3.8803 3.5928 3.8341
H: -5.4114 1.2613 5.3286
H: -3.8731 1.9854 5.7468
H: -3.9903 0.2408 5.4645
H: -1.3171 -0.0803 5.7882
H: -1.0732 -2.3648 6.5810
H: -1.7385 -4.2687 5.1585
H: -2.7156 -3.8434 2.9299
H: -2.9485 -1.5346 2.1213
H: -0.5820 3.0354 1.8953
H: -0.2483 4.1035 3.2624
H: -1.9042 3.8580 2.7223
H: 0.4921 1.0229 2.8604
H: 0.3156 0.6383 4.5736
H: 1.0792 2.1441 4.0905
H: -2.2118 3.3925 5.2231
H: -0.5018 3.2918 5.5848
H: -1.5437 1.9269 5.9582


- What is the strongest force on any atom in the third record?
  1.0 eV/Å


- Which of these has the highest DFT total energy?
  C48H77InN2O2P